{"formula": "C3H7NO2", "method": "ωB97M-V/def2-TZVPD", "homo_energy_ev": -10.00, "charge": 0, "orbital_gap_ev": 10.848, "lumo_energy_ha": 0.03113, "species": ["O", "C", "N", "C", "C", "O", "H", "H", "H", "H", "H", "H", "H"], "xyz": [[1.5508, 0.9020, 1.5812], [0.6815, 0.5551, 0.8286], [0.6200, 0.6700, -0.5354], [-0.7496, 0.5483, -0.9785], [-1.2153, -0.4547, 0.0683], [-0.4766, -0.0605, 1.2326], [1.4258, 0.8801, -1.0958], [-1.2837, 1.5024, -0.8647], [-0.8392, 0.2059, -2.0098], [-2.2772, -0.4227, 0.3112], [-0.9249, -1.4706, -0.2309], [1.2588, -1.8170, 0.9982], [1.8945, -1.5944, 0.6874]], "forces_ev_per_a": [[-0.30, -0.20, -0.29], [0.24, 0.06, 0.08], [0.16, 0.09, 0.08], [-0.15, -0.04, -0.10], [-0.18, -0.03, -0.15], [0.08, 0.17, 0.12], [-0.13, 0.33, 0.12], [0.04, -0.13, -0.13], [0.03, -0.09, 0.14], [0.11, 0.06, -0.06], [-0.05, 0.13, 0.17], [0.12, -0.17, 0.00], [0.02, -0.19, 0.01]], "nbo_charge": [-0.60, 0.89, -0.67, -0.24, -0.08, -0.50, 0.42, 0.19, 0.21, 0.20, 0.18, 0.00, 0.00]}